Formula: C40H36ClLaN3Si2
Source: OMol25
Level of theory: ωB97M-V/def2-TZVPD

Calculated values
LUMO energy	-5.09	eV
relative energy (zero: lowest compared OMol25 entry of this formula, charge and spin)	0.0	kcal per mole
net charge	+1
HOMO energy	-10.02	eV
molecular weight	789.3	Da
frontier orbital gap	4.9	eV

Geometry (Å):
H (-0.083, 2.300, 1.175)
C (1.109, -2.761, -4.424)
H (-1.973, -0.537, -4.044)
H (0.363, -3.002, -8.231)
H (1.462, -0.652, 9.422)
C (1.946, -2.847, 6.821)
C (-0.415, 1.594, -1.518)
C (-2.524, 2.430, -0.582)
C (0.895, 2.384, 4.333)
C (1.963, -1.950, 5.757)
C (-0.155, 4.070, 2.445)
H (-0.035, 5.643, 3.944)
C (1.748, -2.391, 8.136)
H (-2.064, 1.961, -4.884)
C (-0.107, -1.402, -1.361)
N (1.385, 1.547, 5.306)
H (-0.609, 5.020, -1.704)
H (0.483, -4.278, 0.459)
C (-0.101, 1.086, -5.046)
Si (-0.502, -0.440, -4.043)
H (1.005, 4.042, 5.667)
C (-0.023, -1.925, -6.394)
C (0.708, 3.751, 4.660)
H (1.931, 0.428, -5.411)
C (0.093, 2.731, 2.173)
H (-2.099, -1.044, -2.276)
C (-0.629, 3.332, -5.775)
C (0.695, 3.513, -6.189)
Cl (2.974, -1.352, 1.937)
C (1.600, -0.104, 7.350)
H (-2.035, 0.357, -0.727)
N (0.585, 1.866, 3.099)
Si (0.809, 0.202, -1.973)
H (1.477, 0.967, 7.498)
C (-2.125, 3.748, -0.827)
H (1.728, -3.107, 8.957)
H (2.641, 2.585, -6.408)
C (0.568, -2.366, -0.582)
C (1.708, -0.578, 6.032)
H (-2.446, 0.922, 2.855)
C (0.577, -2.930, -7.163)
C (-2.037, -1.190, 2.217)
H (-1.663, 0.068, 5.309)
H (-2.768, 4.572, -0.524)
H (-1.877, -4.749, -0.228)
C (-0.909, 3.993, -1.477)
H (-1.053, -2.557, 5.127)
H (-1.488, -3.341, 2.563)
H (-3.099, -3.115, -1.677)
H (-0.714, -1.221, -6.863)
C (-1.452, -1.708, -1.690)
C (-1.580, -2.327, 2.955)
C (-1.035, 2.116, -5.215)
H (1.952, 0.429, -1.071)
N (1.440, 0.274, 4.950)
C (-0.061, -3.547, -0.152)
H (-1.347, 4.143, -5.897)
C (-1.384, -3.818, -0.527)
H (-2.369, -1.201, 1.179)
C (0.154, 4.595, 3.714)
C (-1.678, 1.370, -0.920)
C (1.444, -3.853, -6.569)
C (1.591, -1.020, 8.402)
C (-2.082, -2.905, -1.319)
C (-1.342, -1.910, 4.295)
C (-0.071, 2.928, -1.836)
C (1.714, -3.756, -5.200)
H (-0.587, 4.699, 1.670)
C (0.249, -1.825, -5.019)
H (0.855, 3.136, -2.379)
H (2.391, -4.469, -4.729)
C (1.614, 2.466, -6.068)
C (1.211, 1.247, -5.512)
La (0.587, -0.702, 2.762)
H (1.901, -4.646, -7.166)
C (-1.646, -0.520, 4.389)
H (2.178, -2.247, 4.726)
H (1.615, -2.203, -0.302)
H (-3.497, 2.216, -0.126)
H (1.004, 4.457, -6.637)
H (2.085, -3.914, 6.626)
H (1.301, -2.706, -3.349)
C (-2.077, -0.075, 3.102)

Charges computed using Mulliken, reported in e: atom 1 (H): 0.223, atom 2 (C): -0.201, atom 3 (H): -0.194, atom 4 (H): 0.388, atom 5 (H): 0.386, atom 6 (C): -0.747, atom 7 (C): 1.138, atom 8 (C): -0.633, atom 9 (C): -0.051, atom 10 (C): -0.273, atom 11 (C): -0.292, atom 12 (H): 0.426, atom 13 (C): -0.476, atom 14 (H): 0.331, atom 15 (C): 1.638, atom 16 (N): -0.539, atom 17 (H): 0.477, atom 18 (H): 0.479, atom 19 (C): 0.272, atom 20 (Si): 1.021, atom 21 (H): 0.512, atom 22 (C): -0.267, atom 23 (C): -0.294, atom 24 (H): 0.357, atom 25 (C): -0.006, atom 26 (H): 0.333, atom 27 (C): -0.595, atom 28 (C): -0.474, atom 29 (Cl): -0.604, atom 30 (C): -0.299, atom 31 (H): 0.035, atom 32 (N): 0.014, atom 33 (Si): -0.271, atom 34 (H): 0.452, atom 35 (C): -0.679, atom 36 (H): 0.404, atom 37 (H): 0.398, atom 38 (C): -1.284, atom 39 (C): 0.420, atom 40 (H): 0.527, atom 41 (C): -0.608, atom 42 (C): -0.268, atom 43 (H): 0.492, atom 44 (H): 0.430, atom 45 (H): 0.440, atom 46 (C): -0.875, atom 47 (H): 0.519, atom 48 (H): 0.530, atom 49 (H): 0.427, atom 50 (H): 0.342, atom 51 (C): -0.449, atom 52 (C): -0.650, atom 53 (C): -0.542, atom 54 (H): -0.113, atom 55 (N): 0.666, atom 56 (C): -0.809, atom 57 (H): 0.416, atom 58 (C): -0.548, atom 59 (H): 0.542, atom 60 (C): -0.722, atom 61 (C): 0.336, atom 62 (C): -0.485, atom 63 (C): -0.544, atom 64 (C): -1.077, atom 65 (C): -0.646, atom 66 (C): -1.010, atom 67 (C): -0.632, atom 68 (H): 0.422, atom 69 (C): 0.368, atom 70 (H): 0.417, atom 71 (H): 0.393, atom 72 (C): -0.656, atom 73 (C): -0.159, atom 74 (La): 1.546, atom 75 (H): 0.369, atom 76 (C): -0.518, atom 77 (H): 0.419, atom 78 (H): 0.696, atom 79 (H): 0.442, atom 80 (H): 0.400, atom 81 (H): 0.405, atom 82 (H): 0.157, atom 83 (C): -0.914